Density functional theory data (the ωB97M-V functional and the def2-TZVPD basis) for a structure of composition C23H42Cl3N2O4SiTb in a non-equilibrium geometry.

Results
Charge ... 0
Highest occupied orbital energy (spin up / spin down) ... -0.309 / -0.310 Ha
Kohn-Sham gap (spin up / spin down) ... 8.600 / 8.747 eV
Spin multiplicity ... 7
⟨S²⟩ ... 12.053
ΔE to the lowest compared entry with this formula, charge and spin ... 67.0 kcal per mole

Last column: Löwdin charge in e.
Atoms and positions in Å:
C1 -5.197 -0.703 -1.429  -0.053
C2 -3.738 -0.684 -1.736  -0.215
H1 -5.732 -1.336 -2.155  0.085
H2 -5.634 0.308 -1.492  0.085
H3 -5.383 -1.089 -0.419  0.076
C3 -3.313 -0.510 -3.001  -0.106
C4 -4.183 -0.165 -4.149  -0.101
H4 -2.265 -0.644 -3.272  0.089
H5 -4.671 0.817 -4.039  0.085
H6 -4.981 -0.907 -4.289  0.077
H7 -3.598 -0.131 -5.078  0.071
Tb1 2.091 1.346 1.682  0.854
Cl1 0.785 -0.137 3.333  -0.078
Cl2 0.545 3.371 2.101  -0.163
C5 3.601 -1.525 1.375  -0.394
O1 3.948 -0.317 1.463  -0.202
N1 3.939 -2.352 0.386  -0.163
C6 4.488 -1.853 -0.874  -0.025
C7 3.427 -3.725 0.423  -0.035
H8 2.896 -1.944 2.119  0.122
H9 4.193 -0.809 -1.020  0.076
H10 4.103 -2.473 -1.692  0.084
H11 5.582 -1.934 -0.860  0.095
H12 2.466 -3.758 0.958  0.095
H13 4.131 -4.392 0.943  0.091
H14 3.279 -4.101 -0.597  0.082
H15 -1.040 2.702 -1.663  0.090
H16 -0.015 1.141 -3.726  0.077
C8 -0.111 3.273 -1.828  -0.012
C9 0.801 1.876 -3.658  -0.045
N2 0.952 2.387 -2.300  -0.159
H17 0.201 3.759 -0.898  0.072
C10 2.036 2.081 -1.574  -0.341
O2 2.302 2.529 -0.428  -0.233
H18 1.736 1.392 -3.961  0.091
H19 2.706 1.351 -2.066  0.133
H20 -0.317 4.010 -2.615  0.097
H21 0.567 2.699 -4.345  0.095
O3 -2.560 0.407 0.082  -0.135
C11 -2.796 -0.854 -0.555  -0.258
C12 -0.605 -0.813 -1.794  -0.192
C13 -1.483 -1.502 -0.965  -0.193
H22 -0.779 0.249 -1.951  0.091
C14 0.435 -1.494 -2.435  -0.147
H23 -3.276 -1.528 0.164  0.142
C15 -1.199 -2.817 -0.579  -0.023
H24 1.033 -0.977 -3.189  0.093
C16 0.720 -2.816 -2.069  -0.119
C17 -0.083 -3.461 -1.117  -0.096
H25 -1.873 -3.302 0.139  0.119
H26 1.561 -3.329 -2.533  0.091
H27 0.138 -4.490 -0.825  0.100
Si1 -3.224 1.338 1.199  0.345
Cl3 1.373 -0.306 0.090  0.281
C18 -2.693 3.094 0.828  -0.173
C19 -2.634 0.936 2.914  -0.165
C20 -5.092 1.381 1.207  -0.170
H28 -1.733 3.165 0.312  -0.032
H29 -2.579 3.618 1.784  0.024
H30 -3.467 3.585 0.232  0.030
H31 -5.463 1.724 0.238  0.019
H32 -5.416 2.107 1.966  0.042
H33 -5.557 0.421 1.449  0.027
H34 -1.668 0.417 2.938  -0.053
H35 -3.381 0.339 3.454  0.029
H36 -2.492 1.889 3.448  0.037
C21 3.454 0.055 5.376  -0.043
C22 4.106 0.794 4.247  -0.445
C23 5.534 0.419 4.002  -0.011
O4 3.521 1.654 3.551  -0.143
H37 4.087 0.159 6.273  0.097
H38 3.383 -1.019 5.158  0.100
H39 2.448 0.449 5.555  0.062
H40 5.593 -0.394 3.266  0.087
H41 6.070 1.280 3.596  0.099
H42 6.001 0.069 4.929  0.088

---

Density functional theory data (the ωB97M-V functional and the def2-TZVPD basis) for a cluster of 8 separate species, C23H42FN3O7S4 in total in a non-equilibrium geometry.

Results
Charge ... 0
Highest occupied orbital energy ... -0.300 Ha
Kohn-Sham gap ... 8.339 eV

Last column: Löwdin charge in e.
Atoms and positions in Å:
N1 20.295 7.874 11.222  0.044
C1 21.432 8.025 10.437  -0.138
C2 21.045 8.345 9.172  -0.115
C3 19.688 8.609 9.168  -0.116
C4 19.281 8.299 10.413  -0.184
H1 20.250 7.800 12.228  0.138
H2 22.407 7.696 10.762  0.107
H3 21.718 8.505 8.342  0.105
H4 19.044 8.859 8.337  0.081
H5 18.283 8.203 10.814  0.096
N2 17.582 6.828 14.092  0.051
C5 16.236 7.022 14.235  -0.147
C6 15.581 6.697 13.054  -0.136
C7 16.544 6.311 12.080  -0.079
C8 17.711 6.410 12.807  -0.180
H6 18.307 7.077 14.750  0.159
H7 15.809 7.468 15.121  0.102
H8 14.506 6.781 13.010  0.078
H9 16.364 6.076 11.042  0.094
H10 18.731 6.264 12.487  0.096
N3 14.099 10.015 10.874  0.036
C9 14.028 10.729 9.711  -0.136
C10 15.290 11.044 9.337  -0.158
C11 16.237 10.270 10.028  -0.071
C12 15.390 9.510 10.923  -0.116
H11 13.339 9.886 11.526  0.075
H12 13.066 11.162 9.480  0.116
H13 15.496 11.838 8.634  0.098
H14 17.314 10.245 10.092  0.064
H15 15.747 8.903 11.742  0.078
C13 10.081 9.656 11.447  -0.292
S1 8.741 8.873 10.473  0.827
O1 7.469 9.319 11.169  -0.588
C14 8.846 9.901 8.970  -0.245
H16 10.488 9.018 12.231  0.034
H17 9.763 10.615 11.855  0.061
H18 10.843 9.967 10.732  0.029
H19 8.015 9.652 8.310  0.055
H20 9.778 9.504 8.566  0.029
H21 8.952 10.940 9.280  0.057
C15 12.790 12.448 14.668  -0.232
S2 12.604 10.682 14.264  0.850
O2 12.195 10.644 12.849  -0.572
C16 14.293 10.031 14.467  -0.246
H22 13.277 12.846 13.778  0.055
H23 13.446 12.630 15.520  0.056
H24 11.798 12.875 14.817  0.053
H25 14.343 8.974 14.203  0.018
H26 14.836 10.180 15.399  0.065
H27 14.909 10.607 13.777  0.053
C17 16.173 7.325 7.850  -0.242
S3 16.716 8.568 6.563  0.826
O3 16.977 7.650 5.362  -0.589
C18 15.102 9.368 6.231  -0.239
H28 15.270 6.857 7.459  0.027
H29 15.898 7.888 8.741  0.014
H30 16.883 6.562 8.170  0.055
H31 14.367 8.565 6.288  0.044
H32 15.086 9.631 5.173  0.050
H33 14.817 10.231 6.833  0.028
C19 12.453 6.975 10.893  -0.250
S4 11.880 6.363 9.276  0.816
O4 12.116 7.495 8.310  -0.580
C20 13.256 5.207 8.845  -0.227
H34 11.985 7.899 11.231  0.017
H35 13.456 7.321 10.642  0.021
H36 12.534 6.148 11.599  0.057
H37 13.110 4.936 7.800  0.057
H38 13.167 4.292 9.430  0.050
H39 14.143 5.802 9.065  0.018
C21 19.784 11.655 10.952  -0.019
C22 21.041 11.685 11.643  -0.396
O5 20.642 11.725 12.968  0.163
C23 19.414 11.239 13.110  -0.593
O6 18.846 10.938 14.167  0.107
O7 18.874 11.093 11.956  0.103
F1 21.891 12.669 11.386  0.125
H40 19.912 10.944 10.136  0.122
H41 19.590 12.666 10.593  0.160
H42 21.597 10.753 11.542  0.165

---

Density functional theory data (the ωB97M-V functional and the def2-TZVPD basis) for a cluster of 3 separate species, C23H42N2O7 in total in a non-equilibrium geometry.

Results
Charge ... 0
Highest occupied orbital energy ... -0.306 Ha
Kohn-Sham gap ... 8.799 eV
SMILES ... Cc1ccccc1C[C@@H]1COC(=O)O1.COCCNCCOC.COCCNCCOC
ΔE to the lowest compared entry with this formula, charge and spin ... 184.6 kcal per mole

Last column: Löwdin charge in e.
Atoms and positions in Å:
C1 -4.231 -2.008 -3.590  -0.092
C2 -4.138 -1.294 -2.149  -0.165
C3 -5.253 -1.473 -1.046  -0.030
C4 -5.169 -0.746 0.345  -0.070
C5 -3.968 0.169 0.746  -0.052
C6 -2.852 0.345 -0.336  -0.019
C7 -2.949 -0.359 -1.744  -0.130
C8 -1.715 -0.015 -2.746  -0.082
C9 -1.699 1.616 -2.842  -0.256
C10 -1.534 2.290 -4.295  -0.083
O1 -0.656 3.398 -3.910  -0.015
C11 0.230 2.772 -2.977  -0.360
O2 1.465 2.652 -2.961  0.136
O3 -0.681 2.230 -1.977  0.005
H1 -4.984 -1.450 -4.267  0.089
H2 -4.538 -3.105 -3.413  0.084
H3 -3.198 -2.031 -4.102  0.063
H4 -6.141 -2.148 -1.276  0.087
H5 -6.015 -0.885 1.091  0.073
H6 -3.870 0.718 1.738  0.087
H7 -1.977 1.030 -0.092  0.096
H8 -1.851 -0.494 -3.780  0.098
H9 -0.731 -0.415 -2.308  0.132
H10 -2.784 1.901 -2.559  0.153
H11 -2.553 2.809 -4.454  0.146
H12 -1.216 1.658 -5.189  0.143
C12 -2.507 -4.960 3.635  -0.113
O4 -3.197 -4.858 4.871  -0.200
C13 -2.369 -4.393 5.939  -0.210
C14 -2.817 -3.004 6.394  -0.210
N1 -2.508 -1.992 5.383  -0.054
C15 -3.121 -0.690 5.652  -0.197
C16 -4.655 -0.612 5.612  -0.220
O5 -5.210 -0.826 4.319  -0.193
C17 -5.439 -2.189 3.992  -0.102
H13 -3.169 -5.443 2.915  0.089
H14 -2.249 -3.969 3.251  0.078
H15 -1.603 -5.568 3.739  0.087
H16 -1.307 -4.404 5.672  0.121
H17 -2.506 -5.093 6.769  0.119
H18 -2.305 -2.749 7.327  0.122
H19 -3.894 -3.049 6.592  0.102
H20 -2.836 -2.318 4.480  0.068
H21 -2.732 -0.001 4.894  0.115
H22 -2.766 -0.321 6.620  0.117
H23 -4.933 0.411 5.887  0.119
H24 -5.131 -1.261 6.356  0.109
H25 -5.683 -2.795 4.869  0.089
H26 -4.571 -2.601 3.473  0.071
H27 -6.283 -2.232 3.298  0.081
C18 9.129 1.322 -2.173  -0.116
O6 8.372 1.460 -3.365  -0.200
C19 7.309 0.510 -3.466  -0.211
C20 5.954 1.213 -3.375  -0.209
N2 5.709 1.713 -2.021  -0.054
C21 4.545 2.599 -1.926  -0.196
C22 4.618 3.940 -2.672  -0.219
O7 5.590 4.840 -2.148  -0.180
C23 6.897 4.669 -2.673  -0.103
H28 9.991 1.989 -2.239  0.088
H29 8.538 1.613 -1.301  0.077
H30 9.492 0.296 -2.055  0.086
H31 7.397 -0.289 -2.722  0.120
H32 7.395 0.048 -4.455  0.118
H33 5.164 0.507 -3.646  0.122
H34 5.953 2.031 -4.104  0.102
H35 6.526 2.226 -1.707  0.066
H36 4.406 2.815 -0.861  0.121
H37 3.655 2.053 -2.252  0.093
H38 3.652 4.436 -2.535  0.113
H39 4.740 3.815 -3.753  0.111
H40 6.890 4.312 -3.707  0.088
H41 7.473 3.990 -2.040  0.069
H42 7.399 5.640 -2.648  0.087